{
  "formula": "C3H2O3",
  "method": "ωB97M-V/def2-TZVPD",
  "e_tot_ha": -341.16869,
  "total_charge": 0,
  "largest_force_ev_per_a": 2.2,
  "gap_ev": 10.1,
  "elements": ["O", "C", "O", "C", "C", "O", "H", "H"],
  "xyz": [[-0.94, -0.90, -2.26], [-0.67, -0.48, -1.20], [-1.23, -0.19, -0.08], [-0.28, 0.12, 1.01], [0.95, 0.21, 0.49], [1.06, -0.10, -0.78], [-0.70, 0.82, 1.73], [1.80, 0.52, 1.12]],
  "mulliken_charge": [-0.372, 0.716, -0.239, -0.444, 0.205, -0.496, 0.289, 0.341]
}

=====

{
  "formula": "C3H2O3",
  "method": "ωB97M-V/def2-TZVPD",
  "e_tot_ha": -341.12549,
  "total_charge": 0,
  "largest_force_ev_per_a": 3.4,
  "smiles": "O=C=C(O)C=O",
  "gap_ev": 8.7,
  "elements": ["O", "C", "C", "O", "C", "O", "H", "H"],
  "xyz": [[2.24, 1.48, 0.39], [1.24, 0.93, 0.17], [0.04, 0.33, 0.03], [-1.26, 0.85, -0.01], [-0.15, -1.45, -0.10], [0.56, -2.24, 0.41], [-1.44, 1.73, -0.28], [-1.22, -1.64, -0.62]],
  "mulliken_charge": [-0.346, 0.615, -0.026, -0.508, 0.095, -0.384, 0.303, 0.252]
}

=====

{
  "formula": "C3H2O3",
  "method": "ωB97M-V/def2-TZVPD",
  "e_tot_ha": -341.12268,
  "total_charge": 0,
  "largest_force_ev_per_a": 3.1,
  "gap_ev": 10.3,
  "elements": ["C", "C", "C", "O", "O", "O", "H", "H"],
  "xyz": [[0.08, -1.27, -1.37], [0.13, 0.66, 1.06], [-1.05, 0.47, 0.13], [-0.42, -2.28, -1.19], [0.66, -0.28, -1.57], [-0.47, 1.65, 0.04], [0.09, 0.86, 2.15], [0.98, 0.20, 0.75]],
  "mulliken_charge": [0.800, -0.109, -0.254, -0.351, -0.406, -0.156, 0.250, 0.226]
}

=====

{
  "formula": "C3H2O3",
  "method": "ωB97M-V/def2-TZVPD",
  "e_tot_ha": -341.14221,
  "total_charge": 0,
  "largest_force_ev_per_a": 1.5,
  "smiles": "O=CC(=O)C=O",
  "gap_ev": 9.4,
  "elements": ["O", "C", "C", "O", "C", "O", "H", "H"],
  "xyz": [[1.09, -2.06, -0.74], [0.13, -1.53, -0.26], [0.07, 0.03, -0.12], [0.12, 0.59, -1.20], [-0.16, 1.35, 0.70], [-1.24, 1.79, 0.95], [-0.80, -2.10, -0.05], [0.79, 1.93, 0.73]],
  "mulliken_charge": [-0.366, -0.022, 0.488, -0.360, 0.090, -0.412, 0.310, 0.272]
}

=====

{
  "formula": "C3H2O3",
  "method": "ωB97M-V/def2-TZVPD",
  "e_tot_ha": -341.08909,
  "total_charge": 0,
  "largest_force_ev_per_a": 1.7,
  "gap_ev": 8.9,
  "elements": ["O", "C", "C", "O", "C", "O", "H", "H"],
  "xyz": [[-0.69, -0.59, 0.71], [-0.91, 0.69, 0.72], [0.54, 1.01, -1.01], [0.69, 2.07, -1.41], [0.48, -1.15, 0.06], [1.50, -1.29, 0.64], [-1.88, 0.81, 1.24], [0.15, -1.62, -0.87]],
  "mulliken_charge": [-0.181, -0.181, 0.130, -0.189, 0.252, -0.413, 0.207, 0.375]
}

=====

{
  "formula": "C3H2O3P",
  "method": "ωB97M-V/def2-TZVPD",
  "e_tot_ha": -682.58267,
  "total_charge": -1,
  "largest_force_ev_per_a": 3.5,
  "smiles": "O=c1[pH]occ1[O-]",
  "gap_ev": 7.6,
  "elements": ["O", "C", "P", "O", "C", "C", "O", "H", "H"],
  "xyz": [[1.28, -1.93, 0.08], [0.55, -0.97, -0.05], [-0.27, -0.49, -1.66], [-1.11, 0.71, -1.08], [-0.73, 0.93, 0.54], [0.13, 0.02, 1.04], [0.60, -0.09, 2.19], [0.96, 0.16, -1.99], [-1.41, 1.66, 0.92]],
  "mulliken_charge": [-0.582, 0.500, -0.075, -0.365, -0.541, 0.465, -0.778, -0.018, 0.394]
}

=====

{
  "formula": "C3H2O3Pt",
  "method": "ωB97M-V/def2-TZVPD",
  "s2": 2.01,
  "e_tot_ha": -459.49555,
  "total_charge": 2,
  "multiplicity": 3,
  "largest_force_ev_per_a": 14.2,
  "gap_ev": [9.3, 7.4],
  "elements": ["C", "C", "O", "C", "O", "O", "H", "Pt", "H"],
  "xyz": [[-1.97, 0.55, -0.01], [-1.07, -0.36, 0.06], [-0.07, -1.07, 0.01], [1.28, -0.47, -0.04], [1.40, 0.61, -0.60], [2.13, -1.13, 0.55], [-2.40, 0.82, -0.98], [3.15, 0.34, 0.04], [-2.46, 0.71, 0.97]],
  "lowdin_spin": [0.000, 0.001, 0.000, 0.010, 0.201, 0.215, 0.000, 1.572, 0.000]
}

=====

{
  "formula": "C3H2O3Rh",
  "method": "ωB97M-V/def2-TZVPD",
  "s2": 6.04,
  "e_tot_ha": -451.11268,
  "total_charge": 1,
  "multiplicity": 5,
  "largest_force_ev_per_a": 7.9,
  "gap_ev": [5.9, 7.8],
  "elements": ["H", "O", "C", "C", "C", "O", "O", "Rh", "H"],
  "xyz": [[1.12, -1.39, 0.95], [1.32, -0.57, -0.95], [0.54, -0.93, 0.13], [-0.35, 0.17, 0.56], [-1.84, 0.54, -0.12], [0.37, 1.32, 0.75], [-2.06, 1.03, -1.16], [1.44, 1.28, -0.78], [-0.55, -1.44, 0.61]],
  "lowdin_spin": [0.018, 0.457, 0.065, 0.367, 0.471, 0.164, 0.261, 2.155, 0.041]
}

=====

{
  "formula": "C3H2O3S",
  "method": "ωB97M-V/def2-TZVPD",
  "e_tot_ha": -739.34338,
  "total_charge": 0,
  "largest_force_ev_per_a": 2.6,
  "gap_ev": 10.5,
  "elements": ["C", "C", "C", "O", "O", "O", "S", "H", "H"],
  "xyz": [[2.67, -0.85, -3.12], [3.22, 0.68, 1.37], [0.08, -0.26, -0.31], [3.75, 1.62, 0.95], [1.03, 0.43, -0.17], [2.71, -0.27, 1.72], [3.45, 0.04, -2.17], [0.14, -0.99, -1.15], [-0.88, -0.01, 0.26]],
  "mulliken_charge": [-0.017, 0.754, -0.129, -0.394, -0.302, -0.350, 0.005, 0.205, 0.229]
}

=====

{
  "formula": "C3H2O3Sm",
  "method": "ωB97M-V/def2-TZVPD",
  "s2": 12.01,
  "e_tot_ha": -998.42120,
  "total_charge": 2,
  "multiplicity": 7,
  "largest_force_ev_per_a": 3.9,
  "gap_ev": [7.6, 7.8],
  "elements": ["C", "C", "O", "C", "O", "O", "H", "Sm", "H"],
  "xyz": [[-2.92, 0.95, -0.61], [-3.00, -0.11, 0.17], [-1.83, -0.63, 0.54], [-0.83, -0.09, -0.21], [-1.23, 0.99, -0.78], [0.30, -0.57, -0.26], [-3.51, 1.19, -1.50], [2.38, 0.60, 0.63], [-3.80, 0.67, 0.75]],
  "lowdin_spin": [0.000, 0.000, 0.000, -0.001, 0.000, -0.012, 0.000, 6.013, 0.000]
}

=====

{
  "formula": "C3H2O4",
  "method": "ωB97M-V/def2-TZVPD",
  "e_tot_ha": -416.42657,
  "total_charge": 0,
  "largest_force_ev_per_a": 3.4,
  "smiles": "O=C=CO.O=C=O",
  "gap_ev": 8.6,
  "elements": ["O", "C", "C", "O", "H", "H", "O", "C", "O"],
  "xyz": [[0.73, -0.77, 0.93], [0.02, -0.50, 0.03], [-0.92, -0.60, -0.91], [-1.20, -1.70, -1.66], [-1.60, 0.22, -1.12], [-0.52, -2.37, -1.54], [0.08, 2.26, 1.34], [1.15, 1.82, 1.31], [2.25, 1.63, 1.62]],
  "mulliken_charge": [-0.409, 0.490, -0.213, -0.479, 0.337, 0.288, -0.364, 0.683, -0.334]
}

=====

{
  "formula": "C3H2O4",
  "method": "ωB97M-V/def2-TZVPD",
  "e_tot_ha": -416.32678,
  "total_charge": 0,
  "largest_force_ev_per_a": 6.7,
  "gap_ev": 9.5,
  "elements": ["C", "C", "C", "O", "O", "O", "O", "H", "H"],
  "xyz": [[-0.64, -0.02, -0.24], [0.15, -1.35, -0.32], [1.35, 0.18, 0.31], [0.25, 0.83, 0.55], [2.28, 0.47, -0.39], [1.15, -1.21, 0.35], [-1.82, -0.17, 0.39], [-0.65, 0.51, -1.30], [-2.05, 0.75, 0.65]],
  "mulliken_charge": [0.458, -0.441, 0.641, -0.375, -0.448, 0.003, -0.454, 0.270, 0.346]
}